DFT (ωB97M-V/def2-TZVPD) results for a 5-piece molecular cluster, C24H38O16 overall.

The geometry in XYZ format:
```
78
Properties=species:S:1:pos:R:3
C 3.347 -3.247 -6.117
C 2.421 -4.434 -6.134
C 2.122 -5.041 -4.778
O 1.916 -6.424 -5.099
C 2.584 -6.697 -6.243
O 2.761 -7.787 -6.683
O 3.022 -5.552 -6.817
H 4.337 -3.551 -5.774
H 3.448 -2.812 -7.110
H 2.956 -2.486 -5.441
H 1.491 -4.197 -6.660
H 1.241 -4.632 -4.293
H 2.976 -4.960 -4.102
C -3.236 0.406 3.948
C -2.146 -0.620 4.113
C -2.120 -1.350 5.444
O -0.726 -1.622 5.622
C -0.023 -0.703 4.916
O 1.152 -0.546 4.988
O -0.852 0.009 4.122
H -3.092 1.223 4.656
H -3.229 0.819 2.941
H -4.209 -0.054 4.126
H -2.154 -1.333 3.283
H -2.675 -2.284 5.449
H -2.461 -0.710 6.262
C 1.595 8.684 3.136
C 1.800 7.209 3.354
C 2.768 6.534 2.398
O 2.235 5.208 2.306
C 0.912 5.264 2.594
O 0.152 4.365 2.427
O 0.587 6.477 3.083
H 1.126 8.859 2.167
H 0.955 9.108 3.908
H 2.556 9.200 3.162
H 2.078 6.998 4.390
H 3.791 6.489 2.760
H 2.743 6.991 1.406
C -5.672 -4.242 0.564
C -4.895 -3.279 -0.294
C -3.723 -3.877 -1.049
O -2.807 -2.778 -1.122
C -3.070 -1.943 -0.085
O -2.378 -1.032 0.241
O -4.225 -2.293 0.518
H -5.042 -4.619 1.370
H -6.541 -3.757 1.007
H -6.017 -5.082 -0.039
H -5.556 -2.739 -0.977
H -3.965 -4.214 -2.053
H -3.251 -4.688 -0.489
C -0.519 -0.981 -2.760
C 0.556 -1.795 -2.100
O 1.062 -2.766 -2.579
O 0.857 -1.393 -0.835
C 1.721 -0.246 -0.731
C 1.625 0.224 0.705
C 0.315 0.944 1.031
C -0.069 2.097 0.100
C 1.034 3.108 -0.172
O 1.602 2.931 -1.491
C 2.936 2.937 -1.582
O 3.525 3.148 -2.598
H -0.411 0.084 -2.565
H -0.512 -1.158 -3.833
H -1.470 -1.300 -2.332
H 1.379 0.525 -1.428
H 2.738 -0.536 -1.004
H 1.680 -0.674 1.325
H 2.500 0.823 0.973
H 0.390 1.348 2.042
H -0.492 0.209 1.015
H -0.472 1.730 -0.847
H -0.884 2.642 0.578
H 0.638 4.121 -0.157
H 1.821 3.061 0.585
H 3.443 2.660 -0.639
```

* maximum force: 0.50 eV/A
* structure (SMILES): C[C@@H]1COC(=O)O1.C[C@@H]1COC(=O)O1.C[C@@H]1COC(=O)O1.C[C@@H]1COC(=O)O1.CC(=O)OCCCCCOC=O
* ΔE to the lowest compared entry with this formula, charge and spin: 0.000 eV
* HOMO-LUMO gap: 10.5 eV
* charge: 0
* total energy: -58265.5507 eV



DFT (ωB97M-V/def2-TZVPD) results for a 6-piece molecular cluster, C24H38O17S overall in a non-equilibrium geometry.

The geometry in XYZ format:
```
80
Properties=species:S:1:pos:R:3
C -2.416 3.754 1.676
C -3.458 2.774 1.939
C -3.562 2.145 3.292
O -4.823 2.692 3.769
C -5.325 3.413 2.861
O -6.396 4.029 2.969
O -4.650 3.440 1.727
H -1.425 3.396 1.970
H -2.426 4.642 2.397
H -2.406 4.236 0.646
H -3.421 2.025 1.136
H -2.561 2.568 3.869
H -3.439 1.000 3.384
C 1.235 -2.174 -2.349
C 2.318 -2.953 -3.193
C 2.250 -4.505 -2.926
O 1.821 -4.908 -4.214
C 1.797 -4.087 -5.067
O 1.457 -4.170 -6.221
O 2.035 -2.910 -4.544
H 1.388 -1.218 -2.477
H 1.188 -2.605 -1.391
H 0.220 -2.294 -2.797
H 3.292 -2.553 -2.971
H 1.673 -4.817 -2.152
H 3.246 -4.777 -2.471
C 6.614 1.112 -0.404
C 5.058 1.253 -0.663
C 4.722 0.420 -1.965
O 3.969 -0.558 -1.478
C 3.677 -0.391 -0.117
O 3.024 -1.151 0.532
O 4.301 0.708 0.292
H 6.779 1.691 0.473
H 7.455 1.408 -1.234
H 6.962 0.156 -0.058
H 4.953 2.439 -0.887
H 5.524 0.204 -2.436
H 3.863 0.944 -2.649
C -5.379 -2.052 -1.607
C -4.089 -1.852 -0.904
C -4.094 -0.498 -0.021
O -3.844 -0.919 1.307
C -3.759 -2.203 1.329
O -3.424 -2.864 2.298
O -3.977 -2.814 0.122
H -5.509 -2.941 -2.155
H -5.198 -1.318 -2.353
H -6.205 -1.952 -0.961
H -3.366 -1.785 -1.436
H -4.991 0.045 -0.139
H -3.184 0.030 -0.337
C 1.210 -2.289 5.131
C 1.330 -1.518 3.802
C 0.287 -1.847 2.708
O 0.033 -0.652 2.159
C 0.504 0.352 2.889
O 0.371 1.510 2.626
O 1.156 -0.108 3.972
H 1.436 -3.383 4.735
H 0.063 -2.153 5.493
H 1.762 -1.857 6.023
H 2.492 -1.572 3.377
H -0.621 -2.408 3.114
H 0.801 -2.501 1.893
O -0.972 0.215 -2.550
S -1.022 1.524 -1.912
O -2.322 2.184 -1.754
C -0.234 1.524 -0.406
C 1.105 2.423 -0.651
C 0.644 3.543 -1.605
C 0.075 2.708 -2.733
H 0.097 0.500 0.004
H -0.765 1.998 0.403
H 1.467 2.742 0.248
H 2.064 1.926 -1.026
H 1.388 4.288 -1.688
H -0.215 3.985 -1.053
H 0.867 2.237 -3.173
H -0.497 3.381 -3.436
```

* maximum force: 12.67 eV/A
* structure (SMILES): C[C@H]1COC(=O)O1.C[C@H]1COC(=O)O1.C[C@H]1COC(=O)O1.C[C@H]1COC(=O)O1.C[C@H]1COC(=O)O1.O=S1(=O)CCCC1
* ΔE to the lowest compared entry with this formula, charge and spin: 0.000 eV
* HOMO-LUMO gap: 10.2 eV
* charge: 0
* total energy: -71139.6892 eV



DFT (ωB97M-V/def2-TZVPD) results for C24H38O3OsP as an isolated structure in a non-equilibrium geometry.

The geometry in XYZ format:
```
67
Properties=species:S:1:pos:R:3
C 0.701 -2.282 0.433
C 1.640 -1.572 -0.408
C 1.117 -1.534 -1.732
C -0.169 -2.148 -1.733
C -0.426 -2.631 -0.407
Os -0.296 -0.502 0.031
C -2.807 0.790 -0.506
C -2.239 0.395 0.710
H -2.182 1.156 1.496
C -2.009 -0.983 1.102
H -2.721 -1.718 0.722
H -1.731 -1.145 2.148
C -2.886 2.246 -0.813
H -2.252 2.814 -0.124
H -2.542 2.464 -1.831
H -3.912 2.628 -0.727
C -3.436 -0.142 -1.475
H -3.292 -1.198 -1.217
H -4.523 0.034 -1.555
H -3.031 0.006 -2.489
C 3.026 -1.173 -0.030
H 3.092 -0.965 1.041
H 3.740 -1.970 -0.287
H 3.322 -0.265 -0.569
C 1.871 -1.016 -2.904
H 2.386 -0.080 -2.650
H 2.635 -1.740 -3.220
H 1.211 -0.823 -3.754
C -1.010 -2.453 -2.926
H -1.020 -1.618 -3.637
H -0.606 -3.331 -3.453
H -2.042 -2.681 -2.637
C -1.438 -3.686 -0.065
H -2.394 -3.493 -0.563
H -1.078 -4.669 -0.405
H -1.597 -3.744 1.015
C 0.991 -2.867 1.777
H 0.063 -3.105 2.304
H 1.584 -3.787 1.668
H 1.566 -2.165 2.388
C 0.064 1.270 -1.426
C 0.671 2.420 -0.968
C -0.322 1.192 -2.758
C 1.029 3.449 -1.859
H 0.877 2.536 0.098
C 0.026 2.206 -3.662
H -0.891 0.341 -3.129
C 0.717 3.334 -3.216
H 1.549 4.331 -1.481
H -0.239 2.096 -4.715
H 1.001 4.122 -3.918
C 0.712 -0.413 4.471
O -0.096 -0.149 3.294
P 0.441 0.646 1.984
O -0.051 2.176 2.185
C -0.002 2.874 3.478
O 2.064 0.659 2.135
C 2.948 1.820 2.267
H 0.938 -1.484 4.501
H 0.106 -0.132 5.337
H 1.634 0.185 4.450
H -0.834 2.549 4.114
H 0.960 2.712 3.992
H -0.115 3.931 3.216
H 2.371 2.755 2.229
H 3.472 1.719 3.225
H 3.665 1.810 1.437
```

* maximum force: 3.22 eV/A
* spin multiplicity: 5
* ΔE to the lowest compared entry with this formula, charge and spin: 0.546 eV
* HOMO-LUMO gap (alpha / beta): 6.2 / 6.1 eV
* charge: +1
* total energy: -43393.2696 eV



DFT (ωB97M-V/def2-TZVPD) results for C24H39AlBr2F5IN3O12P2S as an isolated structure in a non-equilibrium geometry.

The geometry in XYZ format:
```
90
Properties=species:S:1:pos:R:3
C -2.750 -0.664 6.945
C -1.831 -0.173 5.812
C -1.746 -1.237 4.682
P -0.006 -1.784 4.338
N -0.134 -2.838 5.818
C 1.473 -0.866 5.104
C 2.828 -1.325 4.628
O 3.827 -0.987 5.172
C 0.388 -3.397 3.389
C -0.795 -3.965 2.597
O -1.313 -3.444 1.675
I -1.468 -5.891 3.266
P -0.033 -0.603 2.432
C 1.438 -0.871 1.350
C 1.309 0.034 0.099
C -0.325 1.201 2.702
C 0.944 2.080 2.942
H -2.434 -1.668 7.225
H -3.787 -0.699 6.621
H -2.631 0.000 7.800
H -2.220 0.765 5.424
H -0.842 0.007 6.239
H -2.386 -2.094 4.880
H -2.138 -0.773 3.779
H -0.395 -2.302 6.641
H 0.753 -3.272 6.065
H 1.395 0.220 5.070
H 1.490 -1.126 6.165
H 2.897 -1.997 3.712
H 1.276 -3.295 2.728
H 0.628 -4.180 4.113
H 1.368 -1.899 0.979
H 2.414 -0.651 1.795
H 0.267 0.240 -0.139
H 1.736 -0.452 -0.778
H 1.869 0.944 0.267
H -0.774 1.546 1.770
H -1.053 1.419 3.481
H 1.864 1.579 2.655
H 1.017 2.228 4.024
H 0.826 3.066 2.504
O 0.988 1.698 -2.445
H 0.564 2.467 -2.864
H 1.061 1.045 -3.147
Al 3.115 -3.967 2.798
Br -0.618 1.790 -4.484
C 7.290 0.305 0.751
C 6.014 0.292 1.166
C 5.039 1.363 0.771
O 3.872 1.255 1.103
C 5.526 2.456 -0.059
C 6.800 2.468 -0.461
C 7.761 1.382 -0.091
O 8.907 1.456 -0.517
O 7.312 3.444 -1.224
O 5.513 -0.666 1.941
H 7.998 -0.463 1.027
H 4.824 3.231 -0.327
H 8.245 3.197 -1.362
H 4.587 -0.387 2.089
Br 5.137 2.337 3.381
C -3.006 6.122 -9.009
C -2.259 6.540 -7.914
C -2.307 5.830 -6.717
C -3.102 4.706 -6.631
C -3.851 4.286 -7.704
C -3.802 4.992 -8.890
N -3.161 3.914 -5.399
O -2.513 4.303 -4.465
O -3.861 2.920 -5.438
H -2.964 6.670 -9.942
H -1.633 7.419 -7.992
H -1.725 6.152 -5.866
H -4.471 3.403 -7.609
H -4.396 4.656 -9.736
F -4.218 3.408 -3.228
N -5.822 2.593 -10.226
H -6.503 1.883 -10.501
H -6.062 2.961 -9.297
H -4.886 2.179 -10.186
H -5.826 3.358 -10.902
C -3.868 -9.358 0.936
F -3.444 -8.107 0.675
F -4.831 -9.254 1.869
F -4.456 -9.812 -0.182
S -2.489 -10.451 1.486
O -2.004 -9.788 2.680
O -1.575 -10.428 0.365
O -3.134 -11.723 1.713
F -0.710 3.053 -5.907
```

* maximum force: 3.90 eV/A
* ΔE to the lowest compared entry with this formula, charge and spin: 0.000 eV
* HOMO-LUMO gap: 2.7 eV
* charge: -1
* total energy: -252329.6165 eV



DFT (ωB97M-V/def2-TZVPD) results for C24H39As3F5NO9P2W as an isolated structure in a non-equilibrium geometry.

The geometry in XYZ format:
```
84
Properties=species:S:1:pos:R:3
W 0.475 -0.433 0.908
C 3.872 -0.132 4.366
C 2.806 -0.071 3.296
O 2.386 1.251 2.970
P 1.268 -0.900 3.841
O 1.504 -2.447 3.890
O 1.116 -0.485 5.353
O 0.078 -0.434 3.068
P 3.333 -0.936 1.734
O 4.874 -0.541 1.579
O 3.166 -2.406 1.860
O 2.602 -0.205 0.617
H 3.523 0.340 5.282
H 4.784 0.356 4.020
H 4.102 -1.174 4.583
H 3.162 1.831 3.022
H 2.059 -2.773 3.140
H 0.232 -0.569 5.716
H 5.426 -1.324 1.572
C 1.441 -0.621 -3.096
As 0.204 -0.557 -1.502
C -0.895 -2.095 -2.147
C -1.218 0.820 -1.961
C -0.911 2.329 -1.899
C -2.087 3.092 -2.524
C -0.799 2.851 -0.448
As 0.503 2.016 0.840
C 2.188 2.950 0.314
C 0.044 3.334 2.263
C 0.390 2.645 -2.629
As 0.706 2.422 -4.609
C -0.762 1.337 -5.388
C -0.007 4.173 -5.215
H 0.864 -0.764 -4.014
H 2.089 -1.491 -2.950
H 2.073 0.260 -3.199
H -1.480 -1.819 -3.029
H -1.573 -2.404 -1.352
H -0.264 -2.947 -2.410
H -2.014 0.584 -1.235
H -1.607 0.581 -2.956
H -3.008 2.887 -1.983
H -2.238 2.805 -3.558
H -1.902 4.163 -2.486
H -1.781 2.758 0.033
H -0.572 3.927 -0.478
H 1.970 3.839 -0.282
H 2.848 2.287 -0.244
H 2.710 3.274 1.216
H 0.311 4.345 1.934
H 0.593 3.101 3.175
H -1.022 3.311 2.489
H 1.184 2.070 -2.126
H 0.625 3.701 -2.471
H -0.751 0.307 -5.036
H -0.567 1.326 -6.461
H -1.753 1.758 -5.243
H 0.491 4.987 -4.688
H -1.082 4.260 -5.071
H 0.205 4.290 -6.280
O 0.680 -2.341 1.319
N 0.461 -3.618 1.012
C 1.028 -4.164 -0.105
C 0.969 -5.513 -0.316
C 0.340 -6.351 0.610
C -0.218 -5.767 1.753
C -0.153 -4.416 1.937
H 1.545 -3.465 -0.753
H 1.429 -5.923 -1.201
H 0.296 -7.414 0.459
H -0.699 -6.373 2.503
H -0.555 -3.894 2.791
F -6.677 0.348 1.693
C -5.413 -0.061 1.539
C -5.145 -1.340 1.037
F -6.158 -2.160 0.755
C -3.844 -1.751 0.815
F -3.589 -2.965 0.287
C -2.742 -0.918 1.120
O -1.507 -1.222 0.871
C -3.067 0.339 1.662
F -1.960 1.118 1.926
C -4.355 0.788 1.857
F -4.573 2.024 2.318
```

* maximum force: 4.35 eV/A
* spin multiplicity: 2
* ΔE to the lowest compared entry with this formula, charge and spin: 3.167 eV
* HOMO-LUMO gap (alpha / beta): 6.6 / 6.4 eV
* charge: +1
* total energy: -261941.4369 eV



DFT (ωB97M-V/def2-TZVPD) results for a 2-piece molecular cluster, C24H39BBr4ClF10N2O5P2S overall in a non-equilibrium geometry.

The geometry in XYZ format:
```
89
Properties=species:S:1:pos:R:3
C -2.270 0.408 4.262
C -3.650 0.136 3.625
C -3.779 -1.125 2.729
C -3.917 -0.942 1.200
C -2.953 -1.306 0.011
C -1.545 -0.831 -0.525
B -1.589 -1.185 -2.153
C -0.547 -0.725 -3.254
O -2.588 -2.034 -2.516
C -0.291 -1.814 -0.076
C -0.434 -3.232 -0.662
C -0.113 -3.791 -2.031
O -0.033 -4.972 -2.158
P -0.702 -2.246 1.838
C 0.713 -3.284 2.310
O -1.824 -3.436 1.754
N 1.039 -1.152 -0.023
C 2.373 -1.421 -0.496
Br 2.965 -0.026 -1.872
C 2.960 -2.683 -1.152
C 2.747 -2.969 -2.649
Br 2.875 -4.288 -0.059
C 0.870 0.155 0.639
S 2.189 1.005 1.624
O 1.414 1.974 2.356
O 3.409 1.353 0.979
C 2.594 -0.199 2.980
F 1.436 -0.707 3.417
F 3.380 -1.195 2.530
C 3.305 0.536 4.165
F 2.386 1.134 4.903
F 4.167 1.435 3.697
C 4.084 -0.466 5.073
F 4.302 0.094 6.239
F 5.235 -0.787 4.526
F 3.372 -1.569 5.251
C 0.270 1.164 -0.346
P 0.720 2.888 -0.361
C 0.166 4.116 0.840
C 1.321 3.493 -1.956
N -1.301 0.704 -0.336
Cl -1.847 1.190 1.288
C -2.095 1.610 -1.297
F -1.373 1.791 -2.380
F -3.212 0.987 -1.613
F -2.359 2.758 -0.754
H -2.234 0.056 5.293
H -1.463 -0.066 3.700
H -2.042 1.480 4.295
H -4.361 0.021 4.448
H -4.005 1.012 3.068
H -3.036 -1.856 3.045
H -4.732 -1.575 3.028
H -4.313 0.066 1.030
H -4.766 -1.575 0.914
H -2.933 -2.390 -0.074
H -3.622 -1.043 -0.808
H 0.478 -0.552 -2.908
H -0.880 0.162 -3.793
H -0.475 -1.492 -4.035
H -2.417 -2.516 -3.337
H 0.082 -3.941 -0.004
H -1.484 -3.516 -0.552
H -0.032 -3.160 -2.914
H 0.711 -3.303 3.405
H 0.593 -4.316 1.963
H 1.673 -2.906 1.979
H -1.466 -4.335 1.753
H 3.056 -1.208 0.322
H 4.021 -2.437 -1.070
H 1.878 -2.467 -3.062
H 3.632 -2.657 -3.201
H 2.619 -4.039 -2.812
H 0.183 0.009 1.478
H 0.591 0.864 -1.344
H -0.213 4.984 0.290
H 1.006 4.433 1.460
H -0.628 3.763 1.495
H 0.742 4.338 -2.332
H 1.245 2.687 -2.691
H 2.374 3.758 -1.852
Br 1.973 5.283 -5.219
C 0.329 5.267 -6.255
C -0.861 5.683 -5.435
Br -1.421 4.281 -4.203
H 0.223 4.263 -6.654
H 0.485 5.970 -7.070
H -1.718 5.869 -6.078
H -0.661 6.561 -4.830
```

* maximum force: 1.47 eV/A
* HOMO-LUMO gap: 6.8 eV
* charge: +1
* total energy: -388683.4555 eV